13
Properties=species:S:1:pos:R:3:forces:R:3 method="wB97M-V/def2-TZVPD" homo_lumo_gap_ha=0.3569 relative_energy_kcal_mol=80.93 lumo_ev=0.87 homo_ha=-0.325 smiles=c1coc([C@@H]2CO2)n1 energy_ha=-398.64950
C 2.020 0.758 0.641 -0.1 -0.8 -1.6
C 2.169 -0.286 -0.271 3.7 1.6 1.7
O 1.057 -0.902 -0.530 -3.0 1.7 1.0
C 0.154 -0.083 0.151 0.9 0.0 1.4
C -1.189 -0.593 0.116 -0.4 -3.9 -0.2
C -2.160 0.274 -0.518 -1.9 -1.3 -0.8
O -2.160 0.077 0.859 0.4 0.1 1.4
N 0.677 0.906 0.851 -1.6 -2.4 -1.3
H 2.606 1.491 1.171 0.9 -0.4 -0.5
H 2.986 -0.770 -0.738 1.0 0.1 -0.1
H -1.192 -1.923 0.118 -0.3 4.3 -0.2
H -1.950 1.239 -0.886 0.7 1.0 -0.2
H -3.019 -0.187 -0.964 -0.3 -0.2 -0.5